This record from the Open Molecules 2025 dataset describes a molecular structure, C33H28Cl4N5O6Ru at a distorted geometry. The level of theory is ωB97M-V/def2-TZVPD.

Element x y z (Å)
Ru -0.373 -0.067 -0.611
C 2.078 -2.265 2.760
C 2.687 -3.328 2.043
C 2.453 -3.478 0.705
C 1.584 -2.566 0.040
N 1.085 -1.456 0.721
C 1.334 -1.340 2.025
C 1.106 -2.799 -1.289
C 1.667 -3.757 -2.180
C 1.113 -3.949 -3.413
C -0.010 -3.198 -3.809
C -0.480 -2.256 -2.932
N 0.040 -2.052 -1.704
H 2.254 -2.121 3.816
H 3.326 -4.033 2.564
H 2.875 -4.317 0.170
H 0.110 0.352 2.040
H 2.558 -4.301 -1.900
H 1.561 -4.660 -4.099
H -0.452 -3.297 -4.790
H -1.287 -1.594 -3.214
Cl -2.920 6.714 1.303
C -2.353 5.064 1.266
C -1.522 4.595 2.288
C -1.064 3.304 2.270
Cl -0.019 2.755 3.546
C -1.389 2.381 1.235
O -0.914 1.191 1.240
C -2.253 2.896 0.232
C -2.772 2.070 -0.850
O -2.599 0.870 -0.983
C -2.709 4.221 0.252
H -1.232 5.253 3.097
H -3.385 2.604 -1.598
H -3.354 4.571 -0.547
O 0.357 1.041 -4.685
C 0.372 1.229 -3.480
O -0.415 0.622 -2.635
C 1.309 2.281 -2.924
C 1.686 2.272 -1.597
C 2.528 3.239 -1.033
C 2.958 4.218 -1.886
O 3.770 5.284 -1.602
C 3.944 5.992 -2.836
O 3.174 5.320 -3.835
C 2.601 4.235 -3.219
C 1.791 3.284 -3.778
H 1.339 1.456 -0.992
H 2.824 3.214 0.008
H 4.995 5.977 -3.118
H 3.580 7.011 -2.721
H 1.518 3.280 -4.826
N -1.023 -4.366 2.529
C -2.184 -3.557 1.971
C -1.478 -2.590 1.052
N -2.124 -1.371 0.631
H -1.306 -5.134 3.132
H -0.403 -3.736 3.059
H -0.452 -4.737 1.764
H -2.654 -3.070 2.822
H -2.888 -4.231 1.488
H -1.107 -3.123 0.177
H -0.600 -2.266 1.598
H -2.282 -0.712 1.384
H -2.908 -1.418 -0.001
Cl 3.055 1.265 3.650
C 1.751 0.671 4.612
C 1.753 0.931 5.973
C 0.693 0.500 6.753
C -0.361 -0.194 6.181
C -0.330 -0.453 4.823
Cl -1.675 -1.350 4.132
C 0.710 -0.028 3.997
N 0.692 -0.260 2.613
H 2.576 1.485 6.405
H 0.683 0.715 7.815
H -1.199 -0.530 6.776

Summary:
LUMO (spin up / spin down) ... -0.8 / -0.9 eV
DFT total energy ... -3935.12377 a.u.
Orbital gap (spin up / spin down) ... 0.1509 / 0.2399 hartree
ΔE to the lowest compared entry with this formula, charge and spin ... 43.6 kcal per mole
2S+1 ... 6
⟨S²⟩ ... 8.779
Maximum force ... 1.56 eV/A

=====

This record from the Open Molecules 2025 dataset describes a molecular structure, C33H28EuF4N5O9PSb at a distorted geometry. The level of theory is ωB97M-V/def2-TZVPD.

Element x y z (Å)
Eu 0.706 -2.158 0.331
O 0.447 -3.904 -5.918
C -0.145 -3.181 -4.931
O -1.356 -3.081 -4.947
C 0.835 -2.520 -3.967
C 2.196 -2.910 -3.763
N 2.597 -2.383 -2.593
N 1.635 -1.679 -2.016
C 0.598 -1.651 -2.815
C -0.410 -0.649 -2.412
O -0.946 0.146 -3.235
O -0.770 -0.740 -1.137
H 1.419 -3.747 -5.870
H 2.780 -3.592 -4.335
H 3.493 -2.366 -2.177
F -5.509 5.520 -4.890
C -4.672 4.865 -4.000
C -4.568 5.415 -2.703
C -3.863 4.690 -1.772
C -3.238 3.501 -2.179
C -3.303 3.042 -3.507
C -4.092 3.697 -4.423
Sb -2.065 2.203 -0.804
C -1.883 3.634 0.869
C -1.365 4.918 0.730
C -1.215 5.726 1.842
C -1.694 5.277 3.040
F -1.669 6.050 4.146
C -2.264 4.024 3.214
C -2.450 3.239 2.064
C -0.209 2.876 -1.581
C 0.025 3.404 -2.819
C 1.248 4.038 -3.062
C 2.244 3.976 -2.148
F 3.443 4.613 -2.346
C 2.065 3.344 -0.928
C 0.804 2.856 -0.613
H -5.085 6.355 -2.457
H -3.667 5.096 -0.799
H -2.694 2.192 -3.823
H -4.285 3.335 -5.461
H -1.010 5.195 -0.259
H -0.749 6.754 1.805
H -2.690 3.720 4.201
H -3.041 2.302 2.126
H -0.738 3.323 -3.635
H 1.421 4.445 -4.079
H 2.886 3.234 -0.230
H 0.664 2.395 0.344
C -0.109 -1.280 4.568
P -1.271 -1.795 3.260
C -1.679 -3.545 3.393
C -2.699 -0.827 3.636
O -0.785 -1.487 1.855
H -0.434 -1.687 5.515
H 0.083 -0.229 4.681
H 0.847 -1.786 4.371
H -1.346 -3.968 4.350
H -1.137 -3.992 2.576
H -2.762 -3.725 3.238
H -2.964 -0.788 4.691
H -3.578 -1.067 3.067
H -2.388 0.169 3.314
N 2.476 -0.415 0.695
C 3.105 0.594 0.734
F 6.513 -5.561 2.282
C 5.256 -5.038 2.462
C 4.141 -5.782 2.287
N 2.904 -5.130 2.068
C 1.763 -5.739 1.284
C 1.350 -4.830 0.150
O 0.117 -4.507 0.028
O 2.279 -4.275 -0.534
C 2.761 -3.828 2.444
O 1.655 -3.205 2.425
N 3.906 -3.095 2.684
C 5.201 -3.561 2.457
O 6.127 -2.833 2.210
H 4.129 -6.881 2.156
H 0.950 -5.927 2.018
H 2.047 -6.741 0.900
H 3.678 -2.075 2.660

Summary:
LUMO (spin up / spin down) ... 1.7 / 1.7 eV
DFT total energy ... -3916.86895 a.u.
Orbital gap (spin up / spin down) ... 0.1882 / 0.2634 hartree
ΔE to the lowest compared entry with this formula, charge and spin ... 34.1 kcal per mole
2S+1 ... 8
Charge ... -1
⟨S²⟩ ... 15.759
Maximum force ... 4.70 eV/A

=====

This record from the Open Molecules 2025 dataset describes a molecular structure, C33H28F40IN2O6PS at a distorted geometry. The level of theory is ωB97M-V/def2-TZVPD.

Element x y z (Å)
C 5.346 -0.169 -2.702
C 3.905 0.395 -2.718
C 2.762 -0.615 -2.689
C 1.514 -0.129 -2.506
C 0.369 -0.997 -2.508
P -1.339 -0.321 -2.305
O -1.949 -0.353 -3.873
I -1.210 2.084 -1.768
C 0.434 -2.324 -2.673
C 1.720 -2.892 -2.866
N 1.938 -4.191 -3.075
S 3.559 -4.260 -3.252
N 3.984 -2.725 -3.111
C 2.855 -2.024 -2.872
H 5.451 -1.054 -2.074
H 5.610 -0.442 -3.732
H 6.030 0.640 -2.418
H 3.785 0.999 -3.628
H 3.778 1.077 -1.866
H 1.372 0.942 -2.374
H -1.382 0.258 -4.381
H -0.468 -2.934 -2.686
C -2.049 -0.410 -7.942
C -1.333 0.890 -7.525
C -1.703 2.166 -8.286
F -1.465 2.074 -9.606
F -0.959 3.198 -7.819
F 0.000 0.681 -7.543
F -1.669 1.108 -6.217
O -1.388 -1.295 -8.844
C -1.447 -1.081 -10.211
C -0.084 -0.706 -10.808
F 0.460 0.356 -10.187
F -0.233 -0.385 -12.115
F -2.407 -0.183 -10.507
F -1.833 -2.250 -10.767
H -2.127 -0.997 -7.026
H -3.079 -0.225 -8.249
H -2.758 2.413 -8.134
H 0.609 -1.546 -10.725
C -2.638 -1.742 3.626
C -1.829 -1.702 2.309
C -0.806 -0.576 2.148
F -1.355 0.650 2.229
F -0.227 -0.666 0.924
F -2.686 -1.720 1.265
F -1.120 -2.868 2.240
O -3.939 -1.152 3.629
C -4.094 0.212 3.805
C -4.635 0.911 2.550
F -3.877 0.661 1.468
F -4.642 2.252 2.743
F -2.951 0.764 4.252
F -5.007 0.372 4.789
H -2.838 -2.786 3.821
H -2.043 -1.408 4.477
H -0.017 -0.654 2.902
H -5.654 0.577 2.341
C -0.838 6.805 1.780
C 0.058 6.800 3.034
C 1.486 7.337 2.889
F 2.211 6.663 1.978
F 2.134 7.218 4.076
F 0.069 5.557 3.562
F -0.559 7.600 3.951
O -0.947 5.606 1.016
C 0.010 5.289 0.067
C 0.832 4.053 0.451
F 1.393 4.187 1.668
F 1.834 3.868 -0.443
F 0.777 6.365 -0.201
F -0.665 5.010 -1.077
H -1.849 6.957 2.156
H -0.639 7.667 1.142
H 1.475 8.396 2.615
H 0.203 3.163 0.462
C -3.868 -6.467 1.959
C -3.284 -5.469 2.978
C -1.802 -5.622 3.339
F -1.516 -6.826 3.863
F -1.469 -4.696 4.274
F -4.051 -5.473 4.090
F -3.431 -4.229 2.416
O -4.565 -7.612 2.445
C -3.872 -8.748 2.832
C -3.973 -9.015 4.340
F -3.580 -7.952 5.065
F -3.174 -10.056 4.672
F -2.597 -8.692 2.400
F -4.448 -9.787 2.190
H -4.639 -5.910 1.428
H -3.138 -6.740 1.196
H -1.171 -5.461 2.461
H -5.003 -9.256 4.613
C 3.920 3.428 3.893
C 2.765 2.560 4.428
C 2.525 2.563 5.940
F 3.594 2.142 6.642
F 1.502 1.721 6.234
F 2.913 1.295 3.965
F 1.630 3.045 3.859
O 5.182 2.808 3.639
C 6.090 2.616 4.665
C 6.308 1.132 4.989
F 5.150 0.503 5.260
F 7.102 1.016 6.080
F 5.739 3.336 5.748
F 7.269 3.120 4.236
H 3.595 3.752 2.905
H 4.037 4.346 4.469
H 2.250 3.563 6.285
H 6.785 0.628 4.147

Summary:
LUMO ... -0.8 eV
DFT total energy ... -6867.16119 a.u.
Orbital gap ... 0.2926 hartree
Maximum force ... 2.65 eV/A